Formula: C8H19B3FNO11S
Source: the OMol25 dataset
Level of theory: the ωB97M-V functional and the def2-TZVPD basis

For the HOMO energy, the calculation gives -10.7 eV. As for the total charge: 0.

Last column: natural (NBO) charge in e.
CARTESIAN COORDINATES (ANGSTROEM)
1 H -0.696033 7.354691 3.284183  0.195
2 H -4.173916 0.145094 1.239750  0.213
3 S 1.081704 -4.894828 -3.510842  2.176
4 H -0.628418 3.258576 0.262565  0.190
5 F -0.098024 -4.476871 -4.438451  -0.469
6 C -1.382470 -1.814334 1.259560  0.982
7 O 3.496588 -4.717491 -4.974296  -0.853
8 O 5.215058 -3.610355 -3.765116  -0.882
9 O 0.849859 -4.345980 -2.213113  -0.910
10 O -1.596348 5.485010 3.251422  -0.494
11 C -0.834289 5.040421 2.255342  0.982
12 C -0.621841 -3.781694 0.284214  -0.254
13 H -1.299481 0.513360 2.237897  0.187
14 O 2.988923 -2.795558 -3.724671  -0.860
15 H -2.056950 7.095510 4.370226  0.190
16 H -2.783352 0.445904 0.205371  0.223
17 O -0.717348 -1.142142 0.514442  -0.656
18 O -1.416132 -3.141081 1.292571  -0.495
19 O -0.210721 5.715777 1.481362  -0.646
20 H 4.393563 -2.560647 -1.965042  -0.086
21 O -0.870246 3.708969 2.273071  -0.499
22 H 0.889869 3.441275 1.179595  0.198
23 H 4.596496 -6.675312 -3.432004  0.408
24 B 4.700684 -4.833339 -4.230050  1.200
25 O 1.243426 -6.306223 -3.626189  -0.899
26 B 4.236093 -2.921527 -3.080368  0.992
27 H -3.616267 7.015379 2.412224  0.211
28 C -3.197054 0.627815 1.196673  -0.643
29 H -2.267096 7.348052 1.329198  0.226
30 B 2.645436 -4.033108 -4.170840  0.863
31 C -2.293193 0.074858 2.278141  -0.068
32 H -0.132692 2.018017 1.421444  0.197
33 C -0.135896 3.083053 1.217532  -0.257
34 C -1.688894 6.913337 3.362656  -0.070
35 O -2.197453 -1.354128 2.207706  -0.494
36 H -2.763373 8.566972 2.508780  0.218
37 H -0.632426 -4.843086 0.512418  0.195
38 H -3.329794 1.703002 1.319550  0.220
39 N 5.267439 -6.101372 -3.934827  -1.069
40 H -1.056679 -3.619605 -0.696911  0.196
41 H -2.711081 0.294933 3.258143  0.193
42 H 0.400760 -3.417009 0.300803  0.199
43 C -2.640519 7.497240 2.341121  -0.639
44 H 6.042086 -5.961555 -3.295241  0.392

Atoms 1-2, force components in eV/Å:
0.0 -0.1 -0.1
0.0 0.1 0.1